1.
The following is a DFT calculation (ωB97M-V with the def2-TZVPD basis set) of 2 unconnected molecules or ions with the total composition C2H8NO in a non-equilibrium geometry.

As for the HOMO energy: -14.678 eV. The value obtained for the LUMO energy is -0.1388 Eh. The net charge is +1. Its electronic energy is -210.74205 hartree. Its spin multiplicity is 1. The value obtained for the energy above the lowest of the compared OMol25 structures with the same formula, charge and spin is 0.301 eV.

```
12
Properties=species:S:1:pos:R:3:forces:R:3:mulliken_charge:R:1
N 2.322689 0.275413 0.167278 -0.946 -0.749 0.239 -0.462
H 2.774581 0.985129 0.736790 0.296 -0.165 0.157 0.380
H 2.229072 0.613171 -0.785809 0.049 0.003 -0.171 0.374
H 2.778125 -0.641271 0.174232 0.526 0.409 0.010 0.401
H 1.354392 0.063287 0.556411 0.076 0.440 -0.167 0.338
O -0.216593 -0.003344 1.009044 0.204 0.342 -0.004 -0.618
C -1.300291 0.249567 0.510879 0.140 -0.450 0.118 0.232
C -1.870178 -0.542672 -0.591893 -0.789 0.271 -0.312 -0.940
H -1.876286 1.102843 0.886200 -0.094 0.077 0.078 0.360
H -2.917629 -0.800761 -0.401660 0.129 -0.071 0.283 0.325
H -1.298683 -1.437105 -0.812233 0.113 0.063 -0.120 0.296
H -1.979200 0.135743 -1.449239 0.297 -0.170 -0.110 0.313
```
Positions in Å, forces in eV/Å.

2.
The following is a DFT calculation (ωB97M-V with the def2-TZVPD basis set) of 2 unconnected molecules or ions with the total composition C2H8NO in a non-equilibrium geometry.

As for the HOMO energy: -15.635 eV. The value obtained for the LUMO energy is -0.1421 Eh. The net charge is +1. Its electronic energy is -210.64167 hartree. Its spin multiplicity is 1. The value obtained for the energy above the lowest of the compared OMol25 structures with the same formula, charge and spin is 3.032 eV.

```
12
Properties=species:S:1:pos:R:3:forces:R:3:mulliken_charge:R:1
C -1.146317 0.680577 -0.058566 -2.816 1.128 2.843 -0.949
C 0.905271 -0.496963 -0.202747 3.113 -3.678 1.307 -0.389
N -0.393481 -0.440348 0.452027 -2.082 -2.629 -4.497 -0.123
O 1.610079 0.627465 0.208641 -2.050 -1.963 1.035 -0.429
H -0.522927 1.468403 0.214310 0.169 2.090 0.540 0.436
H -1.258089 0.712673 -1.071102 0.042 -0.579 -2.892 0.394
H -2.215913 0.716227 0.367373 1.891 0.045 -0.259 0.315
H 1.449410 -1.833520 0.356301 -1.267 4.024 -1.683 0.303
H 0.702714 -0.732037 -1.291501 0.660 0.790 1.147 0.384
H -0.889437 -1.275530 0.012818 0.700 0.632 1.638 0.408
H -0.426354 -0.442016 1.421414 0.375 -0.361 2.459 0.313
H 2.185049 1.015068 -0.408969 1.265 0.503 -1.638 0.337
```
Positions in Å, forces in eV/Å.

3.
The following is a DFT calculation (ωB97M-V with the def2-TZVPD basis set) of 2 unconnected molecules or ions with the total composition C2H8NO in a non-equilibrium geometry.

As for the HOMO energy: -15.931 eV. The value obtained for the LUMO energy is -0.1963 Eh. The net charge is +1. Its electronic energy is -210.70192 hartree. Its spin multiplicity is 1. The value obtained for the energy above the lowest of the compared OMol25 structures with the same formula, charge and spin is 1.393 eV.

```
12
Properties=species:S:1:pos:R:3:forces:R:3:mulliken_charge:R:1
O -2.126013 1.026438 -1.120466 2.529 -0.389 0.672 -0.660
H -0.263515 0.133092 -0.629073 0.251 0.294 0.119 0.219
H -2.952374 0.920145 -1.543750 -1.475 0.100 -0.351 0.317
H -2.160976 1.606098 -0.358553 -0.759 0.242 -0.154 0.317
C 0.467681 -0.137271 1.384915 0.388 -3.029 1.663 -0.701
C 1.487459 -0.789407 -0.869928 -2.044 0.959 2.009 -0.032
N 0.556465 -0.251848 -0.126766 0.188 -0.554 -0.042 0.079
H -0.263681 -0.859204 1.981332 0.890 1.203 -2.229 0.308
H 1.430194 -0.489894 1.871468 -0.779 0.931 -1.000 0.295
H 0.179190 0.848841 1.715852 0.252 0.415 -0.498 0.302
H 1.425958 -0.601820 -1.935453 0.049 -0.397 -0.007 0.281
H 2.219612 -1.405170 -0.369578 0.510 0.224 -0.183 0.275
```
Positions in Å, forces in eV/Å.

4.
The following is a DFT calculation (ωB97M-V with the def2-TZVPD basis set) of 2 unconnected molecules or ions with the total composition C2H8NO in a non-equilibrium geometry.

As for the HOMO energy: -16.424 eV. The value obtained for the LUMO energy is -0.1809 Eh. The net charge is +1. Its electronic energy is -210.72532 hartree. Its spin multiplicity is 1. The value obtained for the energy above the lowest of the compared OMol25 structures with the same formula, charge and spin is 0.756 eV.

```
12
Properties=species:S:1:pos:R:3:forces:R:3:mulliken_charge:R:1
O 0.165842 -1.987533 -1.279844 0.388 0.257 0.288 -0.698
H -0.453446 -0.491015 -0.353291 0.561 -0.125 0.172 0.216
H 0.982542 -2.251170 -1.732071 -0.252 0.072 0.180 0.338
H -0.511414 -1.992649 -1.949858 -0.342 -0.328 -0.575 0.331
C 0.928922 0.453653 0.993952 -0.777 0.373 0.283 -0.732
C -1.210715 1.265621 0.143555 0.347 -0.904 0.932 -0.027
N -0.324453 0.355678 0.222113 -0.249 0.215 -0.308 0.115
H 1.727181 0.621167 0.284303 0.332 -0.245 0.070 0.312
H 0.837535 1.294787 1.679693 0.071 0.140 -0.193 0.323
H 1.033131 -0.427468 1.618895 0.209 -0.268 -0.358 0.300
H -2.107551 1.037854 -0.417574 0.000 0.436 -0.163 0.264
H -1.067575 2.121075 0.790126 -0.286 0.378 -0.327 0.258
```
Positions in Å, forces in eV/Å.

5.
The following is a DFT calculation (ωB97M-V with the def2-TZVPD basis set) of 2 unconnected molecules or ions with the total composition C2H8NO in a non-equilibrium geometry.

As for the HOMO energy (alpha / beta): -22.112 / -21.925 eV. The value obtained for the LUMO energy (alpha / beta) is -0.3484 / -0.6428 Eh. The net charge is +2. Its electronic energy is -210.10896 hartree. Its spin multiplicity is 2. The value obtained for the energy above the lowest of the compared OMol25 structures with the same formula, charge and spin is 3.217 eV.

```
12
Properties=species:S:1:pos:R:3:forces:R:3:mulliken_charge:R:1
O -2.167962 1.284969 -1.301750 -0.399 0.340 -0.112 -0.156
H -2.649251 1.611885 -2.119355 -0.253 -0.122 -0.125 0.476
H -2.743652 0.761831 -0.677732 -0.730 -0.023 -0.353 0.478
H 2.409859 -0.769444 0.170479 0.160 0.700 0.506 0.374
C 1.594877 -1.081690 0.826288 0.384 -0.640 -1.372 -0.985
C 0.313133 -0.470904 0.517552 0.069 0.066 0.771 0.338
N 0.163074 0.721887 -0.006037 -0.037 -1.344 -0.372 -0.133
H 1.491702 -2.140068 0.529190 -0.175 -0.077 0.553 0.340
H 1.833270 -1.069986 1.902327 -0.078 0.046 -0.117 0.353
H -0.530970 -1.099303 0.807726 -0.408 0.611 -0.186 0.352
H 1.025325 1.165957 -0.311075 -0.060 0.556 -0.003 0.308
H -0.739405 1.084865 -0.337614 1.526 -0.113 0.811 0.255
```
Positions in Å, forces in eV/Å.

6.
The following is a DFT calculation (ωB97M-V with the def2-TZVPD basis set) of 2 unconnected molecules or ions with the total composition C2H8NO2 in a non-equilibrium geometry.

As for the HOMO energy: -3.404 eV. The value obtained for the LUMO energy is 0.1591 Eh. The net charge is -1. Its electronic energy is -286.21237 hartree. Its spin multiplicity is 1. The value obtained for the energy above the lowest of the compared OMol25 structures with the same formula, charge and spin is 0.949 eV.

```
13
Properties=species:S:1:pos:R:3:forces:R:3:mulliken_charge:R:1
C -0.309848 1.254968 -0.470221 -0.518 -0.024 3.568 -0.657
O 0.923093 0.796468 -0.744427 0.586 -2.212 -1.318 -0.517
C -0.759370 0.794516 1.012756 1.272 -0.131 -2.137 -0.560
N -0.866687 -0.661429 1.218291 -0.723 -0.274 -0.149 -0.640
H -0.375907 2.317837 -0.521818 0.382 1.409 0.324 0.408
H -1.109215 0.990421 -1.087112 -1.324 -1.318 -1.701 0.339
H 0.006448 1.252530 1.676737 -0.741 -0.415 -0.022 0.274
H -1.725326 1.262382 1.055487 -0.729 0.212 0.957 0.331
H -1.584956 -1.104628 0.585028 1.406 0.842 0.777 0.242
H 0.017179 -1.195443 1.108889 -0.710 0.792 -0.522 0.333
H 1.577344 -1.782257 -1.574361 -1.544 -0.686 2.093 0.145
H 0.751981 -0.254412 -0.845274 1.255 0.557 0.410 0.390
O 0.942477 -1.940635 -0.778176 1.390 1.249 -2.279 -1.088
```
Positions in Å, forces in eV/Å.

7.
The following is a DFT calculation (ωB97M-V with the def2-TZVPD basis set) of 2 unconnected molecules or ions with the total composition C2H8NO2 in a non-equilibrium geometry.

As for the HOMO energy: -2.326 eV. The value obtained for the LUMO energy is 0.1630 Eh. The net charge is -1. Its electronic energy is -286.20465 hartree. Its spin multiplicity is 1. The value obtained for the energy above the lowest of the compared OMol25 structures with the same formula, charge and spin is 1.160 eV.

```
13
Properties=species:S:1:pos:R:3:forces:R:3:mulliken_charge:R:1
C -0.503734 -0.589134 -1.477411 0.244 -0.163 0.263 -0.915
N 0.778682 -0.305879 -0.813316 -1.109 0.300 0.120 -0.475
C 0.670189 1.068589 -0.078878 0.256 -0.127 1.316 -0.359
O -0.550730 1.532313 0.109862 -0.317 0.051 -0.419 -0.839
H -0.609557 -1.653291 -1.719097 0.213 -0.039 -0.137 0.270
H -1.300369 -0.329808 -0.784295 -0.087 0.217 -0.055 0.311
H -0.638458 0.009163 -2.387920 -0.251 -0.078 -0.043 0.329
H 1.414410 -0.166321 -1.568210 0.755 0.089 -0.371 0.276
H 1.147789 0.904426 0.912271 0.408 -0.434 -0.005 0.150
H 1.411813 1.753518 -0.570889 -0.185 0.066 -0.611 0.276
H -0.646635 -0.472217 2.217339 0.041 0.178 -0.517 0.341
H -0.684853 -1.778595 1.393991 0.238 0.498 0.033 0.299
O -0.272003 -1.356848 2.159033 -0.205 -0.557 0.426 -0.665
```
Positions in Å, forces in eV/Å.

8.
The following is a DFT calculation (ωB97M-V with the def2-TZVPD basis set) of 2 unconnected molecules or ions with the total composition C2H8NO2 in a non-equilibrium geometry.

As for the HOMO energy: -3.482 eV. The value obtained for the LUMO energy is 0.1652 Eh. The net charge is -1. Its electronic energy is -286.21645 hartree. Its spin multiplicity is 1. The value obtained for the energy above the lowest of the compared OMol25 structures with the same formula, charge and spin is 0.839 eV.

```
13
Properties=species:S:1:pos:R:3:forces:R:3:mulliken_charge:R:1
C -2.096515 -1.151566 -0.228543 -0.004 -1.627 1.752 -0.511
O -1.878233 0.030029 -0.878463 -0.217 -0.290 -0.621 -0.603
H -1.792501 -2.097296 -0.807161 -0.376 1.044 0.553 0.167
H -1.530280 -1.179839 0.760856 -0.094 -0.181 -0.952 0.110
H -3.138675 -1.314646 0.164222 0.356 0.336 -0.865 0.241
N 2.564522 0.615730 0.834237 -1.191 0.904 -1.189 -0.768
C 1.040101 0.334705 0.742209 -0.738 0.100 -1.028 -0.077
O 0.529907 0.266573 -0.562526 1.859 -0.045 1.403 -0.813
H 2.787432 0.633766 -0.186240 -0.027 -0.165 0.928 0.275
H 2.634746 1.623336 1.089683 -0.007 -0.915 -0.228 0.238
H 0.840054 -0.578403 1.331489 0.298 -0.237 -0.241 0.133
H 0.514946 1.122784 1.319069 0.261 0.206 0.040 0.134
H -0.819166 0.061573 -0.868406 -0.120 0.867 0.448 0.474
```
Positions in Å, forces in eV/Å.

9.
The following is a DFT calculation (ωB97M-V with the def2-TZVPD basis set) of 2 unconnected molecules or ions with the total composition C2H8NO2 in a non-equilibrium geometry.

As for the HOMO energy (alpha / beta): -9.789 / -9.809 eV. The value obtained for the LUMO energy (alpha / beta) is 0.0262 / -0.0814 Eh. Its electronic energy is -286.13108 hartree. Its spin multiplicity is 2. The value obtained for the energy above the lowest of the compared OMol25 structures with the same formula, charge and spin is 0.461 eV.

```
13
Properties=species:S:1:pos:R:3:forces:R:3:mulliken_charge:R:1
C 0.948151 -1.299837 0.011973 0.083 0.738 0.284 -0.854
N -0.315868 -0.555944 0.060834 -0.188 0.081 -1.360 -0.370
C -0.435590 0.471822 -1.092639 -0.464 -1.506 2.481 -0.160
O 0.479841 0.468317 -2.013354 0.652 0.274 -0.644 -0.339
H 1.275883 -1.479691 -1.004034 0.072 -0.281 -0.243 0.339
H 0.881673 -2.235309 0.560671 -0.089 0.047 0.071 0.340
H 1.701717 -0.654727 0.478731 0.085 -0.304 0.003 0.264
H -1.096857 -1.188301 -0.073743 0.088 -0.189 0.128 0.250
H -0.490749 1.418698 -0.519347 -0.220 0.327 -0.776 0.217
H -1.405041 0.203850 -1.559585 -0.061 0.640 -0.063 0.291
H -0.647766 0.104730 2.057184 0.038 -0.149 -0.024 0.416
H -0.419054 1.544270 1.857518 -0.040 -0.050 0.571 0.273
O -0.586124 0.915791 2.579429 0.044 0.372 -0.428 -0.666
```
Positions in Å, forces in eV/Å.